Entry 1:
Molecular formula: C30H55AsHgN5O5SSi3
Method: DFT, the ωB97M-V functional and the def2-TZVPD basis

Summary:
* charge: 0
* HOMO level (spin up / spin down): -4.8 / -7.2 eV
* energy above the lowest of the compared OMol25 structures with the same formula, charge and spin: 0.155 eV
* HOMO-LUMO gap (spin up / spin down): 0.188 / 0.277 Eh
* <S²>: 0.770
* total energy: -149172.30449 eV
* spin multiplicity: 2

Geometry as XYZ:
```
101
Properties=species:S:1:pos:R:3:mulliken_spin:R:1
Hg 0.19345 0.64439 -0.67160 0.03
O -0.84772 2.79196 0.40931 0.00
C -1.95655 2.99503 -0.48850 0.00
C -2.71118 1.75804 -0.82746 0.13
C -3.99925 1.79787 -1.29372 -0.10
C -4.60080 0.63919 -1.99512 0.53
C -3.67895 -0.48315 -2.02482 -0.13
C -2.52769 -0.53894 -1.31579 0.27
N -1.97370 0.56388 -0.67676 0.17
H -1.12080 2.91359 1.30825 0.00
H -1.60342 3.38901 -1.51553 0.02
H -2.67374 3.66927 -0.03673 0.00
H -4.51423 2.74567 -1.22739 0.00
H -5.38498 0.76525 -2.70266 0.02
H -3.98248 -1.34310 -2.60732 0.00
H -1.98768 -1.43552 -1.23261 0.01
C 0.29078 -6.66213 1.22955 0.00
O -0.03476 -6.48904 -0.14038 0.00
C 0.07306 -5.30144 -0.77386 0.00
C -0.10032 -5.41631 -2.18839 0.00
C -0.08074 -4.22343 -2.89076 -0.01
C 0.11970 -2.98607 -2.30393 0.02
C 0.22913 -1.79850 -3.17434 -0.01
C -0.27545 -1.88028 -4.60058 0.01
O 0.74058 -0.72124 -2.84822 0.02
C 0.28584 -2.87900 -0.90372 0.00
O 0.52605 -1.82225 -0.28616 -0.01
C 0.28816 -4.10864 -0.16876 0.00
H 0.61182 -7.67104 1.32106 0.00
H -0.59920 -6.56525 1.87434 0.00
H 1.04669 -5.94585 1.59182 0.00
H -0.17995 -6.37438 -2.61830 0.00
H -0.13048 -4.20321 -3.95825 0.00
H 0.46465 -2.35705 -5.20714 0.00
H -0.37071 -0.88547 -4.93594 0.00
H -1.21321 -2.40365 -4.64996 0.00
H 0.40639 -4.03383 0.88614 0.00
N -0.68383 -1.06247 5.17173 0.00
C -1.12325 -0.18455 4.25733 0.00
N -1.36942 -0.68079 3.03800 0.00
N -1.14810 1.08627 4.67194 0.00
C -1.42472 2.01480 3.74676 0.00
N -1.52088 2.92412 3.01249 0.00
H -0.83599 -2.03101 5.10154 0.00
H -0.86048 -0.69489 6.09949 0.00
H -1.00476 -1.56790 2.74690 0.00
H -1.46811 0.00196 2.26361 0.00
C 1.98150 2.15100 2.57231 0.00
Si 2.92029 2.75898 1.08253 0.00
C 2.41367 4.48124 0.60036 0.00
C 4.71736 2.86863 1.52625 0.00
As 2.63287 1.19414 -0.65871 0.02
Si 3.95252 -0.76305 -0.09324 0.00
C 3.09379 -1.42432 1.40260 0.00
C 5.72563 -0.27340 0.35780 0.00
C 3.65935 -1.83398 -1.55373 0.00
Si 3.29081 2.07984 -2.79012 0.00
C 1.67674 2.74709 -3.53294 0.00
C 4.53992 3.44567 -2.57453 0.00
C 3.94648 0.72539 -3.80321 0.00
H 2.09861 2.91877 3.36377 0.00
H 2.48552 1.23988 2.93734 0.00
H 0.91823 2.02876 2.43956 0.00
H 2.81396 4.71466 -0.34551 0.00
H 2.90477 5.24552 1.27767 0.00
H 1.34344 4.55397 0.58047 0.00
H 4.72150 3.77687 2.16747 0.00
H 5.35555 3.04080 0.67416 0.00
H 5.10522 2.11351 2.14598 0.00
H 3.05744 -0.68519 2.21559 0.00
H 3.62821 -2.31831 1.68516 0.00
H 2.09264 -1.64851 1.00460 0.00
H 5.65004 0.30891 1.26845 0.00
H 6.33298 0.35251 -0.34058 0.00
H 6.26273 -1.22222 0.71850 0.00
H 2.60977 -1.68642 -1.80327 0.00
H 3.83820 -2.85605 -1.23086 0.00
H 4.24660 -1.61031 -2.44176 0.00
H 1.06933 3.31994 -2.79041 0.00
H 1.17007 1.82938 -3.79585 0.00
H 1.82843 3.36244 -4.41920 0.00
H 4.37053 4.01031 -1.67271 0.00
H 4.45300 4.14018 -3.42642 0.00
H 5.54501 3.02064 -2.52002 0.00
H 3.11997 0.03532 -3.93370 0.00
H 4.76072 0.30216 -3.24572 0.00
H 4.23761 1.02671 -4.80212 0.00
O -4.45686 1.25696 4.09752 0.00
S -4.84380 1.33345 2.62156 0.00
C -6.58000 1.79477 2.55330 0.00
C -7.45377 0.53933 2.54138 0.00
C -6.62083 -0.45483 1.67535 0.00
C -5.17943 -0.39027 2.20774 -0.01
H -6.75415 2.40140 1.62074 0.00
H -6.69716 2.46423 3.38480 0.00
H -8.37331 0.74381 2.06138 0.00
H -7.69477 0.16618 3.53967 0.00
H -6.71972 -0.13482 0.62791 0.00
H -6.93315 -1.47801 1.70023 0.00
H -4.47949 -0.74056 1.49680 0.01
H -5.07338 -0.92299 3.16007 0.00
```

Entry 2:
Molecular formula: C30H55BO2P2Tm
Method: DFT, the ωB97M-V functional and the def2-TZVPD basis

Summary:
* charge: +1
* HOMO level (spin up / spin down): -7.7 / -8.4 eV
* energy above the lowest of the compared OMol25 structures with the same formula, charge and spin: 3.635 eV
* HOMO-LUMO gap (spin up / spin down): 0.172 / 0.199 Eh
* <S²>: 2.078
* total energy: -84871.68072 eV
* spin multiplicity: 3

Geometry as XYZ:
```
91
Properties=species:S:1:pos:R:3:mulliken_spin:R:1
Tm 0.05367 1.55707 0.89320 1.20
C 2.83552 1.21610 1.28944 0.03
C 2.28226 1.49889 2.58971 -0.02
C 1.92076 -0.73871 2.13187 0.01
C 2.63881 -0.17574 1.04172 -0.02
C 1.72350 0.29165 3.09496 0.02
C 3.79310 2.06424 0.53105 -0.01
H 3.63577 3.13649 0.70952 0.00
H 3.74713 1.87525 -0.55289 0.00
H 4.82343 1.82476 0.85220 0.00
C 3.37306 -0.95887 0.01827 0.00
H 4.15297 -0.35788 -0.47607 0.00
H 2.70863 -1.32535 -0.77644 0.00
H 3.85232 -1.84696 0.47409 0.00
C 1.67828 -2.19102 2.33356 0.00
H 2.58367 -2.78439 2.12802 0.00
H 0.89088 -2.56663 1.65775 0.00
H 1.35561 -2.42319 3.36065 0.00
C 1.24425 0.05998 4.47265 0.00
H 1.99592 -0.46954 5.07533 0.00
H 0.33405 -0.55191 4.47790 0.00
H 1.02332 1.00065 4.98417 0.00
C 2.58366 2.70682 3.39895 0.00
H 3.46989 2.58104 4.06829 0.00
H 1.73588 2.96646 4.05314 0.00
H 2.80199 3.58114 2.76606 0.00
C -1.74673 3.70059 -2.31308 0.01
C -0.60304 4.32566 -2.00863 -0.03
C -0.40539 5.24127 -0.84421 0.08
C -1.08627 4.85237 0.47687 0.00
C -1.12794 3.36791 0.74768 0.41
C -2.22890 2.59785 0.36703 0.06
C -3.40952 3.06375 -0.44115 0.03
C -3.08296 3.94510 -1.67318 0.00
H -0.68953 6.26893 -1.08842 0.00
H -2.06173 5.33658 0.55407 0.00
H 0.67771 5.29592 -0.64647 0.01
H -3.24733 5.00810 -1.39081 0.00
H -1.81090 3.09316 -3.22368 0.00
H 0.22860 4.34753 -2.72647 -0.01
H -3.85849 3.72542 -2.44627 0.00
H -3.98626 2.19611 -0.82748 0.00
H -2.47739 1.58507 0.71991 0.08
H -4.16267 3.58508 0.17557 0.01
H -0.48675 5.25659 1.30676 0.01
H -0.52197 3.25645 1.73616 0.07
P -0.17721 -0.00503 -1.79609 -0.03
P -1.73232 -0.83289 1.29702 -0.03
C -2.00359 -0.02341 -1.56672 0.01
C -2.64878 -0.67191 -0.32099 0.04
H -2.28456 -0.59377 -2.45953 0.00
H -2.37626 1.00125 -1.71343 -0.01
H -3.59345 -0.17543 -0.06279 0.00
H -2.92135 -1.70365 -0.55634 0.00
C -2.35687 -2.43202 1.86823 0.00
H -2.11867 -2.55311 2.92917 0.00
H -1.92546 -3.27183 1.32254 0.00
H -3.44422 -2.45453 1.74373 0.00
C -2.49583 0.17665 2.65793 0.01
H -3.59147 0.07332 2.62168 0.00
H -2.24054 1.25923 2.65233 0.00
H -2.11822 -0.22908 3.62590 0.00
C 0.39286 0.02106 -3.52091 0.00
H 1.28593 0.64289 -3.63292 0.00
H -0.38880 0.41683 -4.17117 0.00
H 0.65724 -1.01270 -3.74631 0.00
C 0.56626 1.60885 -1.32249 0.04
H 1.47950 1.58560 -0.67050 -0.11
H -0.24459 2.35267 -1.11690 0.17
H 0.97089 1.98293 -2.25829 -0.01
C -1.66021 -3.93165 -1.68049 0.00
C -0.30195 -3.82389 -1.00485 0.00
C -0.16031 -4.89228 0.02729 0.00
O -0.24089 -2.56540 -0.30132 0.00
B 0.45269 -1.67219 -1.09474 -0.01
O 1.18901 -2.31432 -2.10695 0.00
C 0.92479 -3.72707 -1.99086 0.00
C 2.23709 -4.28235 -1.44284 0.00
C 0.65607 -4.24550 -3.39262 0.00
H -2.44907 -3.93921 -0.92228 0.00
H -1.73868 -4.87519 -2.23227 0.00
H -1.88831 -3.11102 -2.37412 0.00
H -1.02332 -4.86311 0.67662 0.00
H -0.10553 -5.87229 -0.45391 0.00
H 0.73169 -4.71444 0.61390 0.00
H 2.26408 -5.37874 -1.44373 0.00
H 3.06629 -3.92552 -2.06663 0.00
H 2.43422 -3.91983 -0.42793 0.00
H -0.26587 -3.80380 -3.79211 0.00
H 1.49559 -3.98913 -4.05509 0.00
H 0.54119 -5.33479 -3.38952 0.00
```